Below is a structure of composition C15H20BrN2O5Tc, with properties calculated with ωB97M-V with the def2-TZVPD basis set.

The molar mass comes out at 486.24 g/mol. The gap between HOMO and LUMO (spin up / spin down) is 8.6 / 5.6 eV. As for the relative energy (zero: lowest compared OMol25 entry of this formula, charge and spin): 0.0 kcal per mole. As for the highest occupied orbital energy (spin up / spin down): -18.41 / -18.26 eV. The LUMO energy (spin up / spin down) comes out at -9.7673 / -12.6705 eV. Its energy is -101310.4952 eV.

Structure (ORCA input):
```
! wB97M-V def2-TZVPD RIJCOSX def2/J DEFGRID3
* xyz 3 4
Tc -0.2440 -0.9987 0.7433
Br 2.6558 -7.9153 -3.2527
O -0.7067 -2.7989 -0.2642
O 0.5631 0.4304 1.8656
O -1.1290 0.0170 -0.6922
O 1.3100 -2.0487 -0.1153
O -1.9155 -0.1489 1.7225
N 0.4247 1.8257 3.6386
N -3.0231 0.8875 -1.5471
C 2.0159 -6.4342 -2.4367
C 1.0476 -4.1921 -1.1908
C 0.1453 -5.2027 -1.5661
C -0.1213 1.0258 2.7816
C -0.3546 2.4741 4.7085
C -2.3588 0.3900 -0.5554
C 0.5266 -2.9747 -0.5069
C 1.8765 2.0865 3.6417
C 2.9240 -5.4051 -2.0575
C -2.9795 0.2254 0.8199
C 2.4282 -4.2897 -1.4352
C 0.6171 -6.3282 -2.1881
C -4.4242 1.3245 -1.4339
C -1.6112 0.7365 2.8264
C -2.4127 1.0690 -2.8763
H 2.3635 1.5140 2.8622
H -0.5154 1.7802 5.5334
H -1.3067 2.8452 4.3356
H -0.0453 -7.1288 -2.4886
H -1.3376 0.9504 -2.8180
H -2.1929 1.6533 2.7361
H -4.9177 0.8741 -0.5778
H -2.6579 2.0705 -3.2238
H -3.4533 1.1449 1.1597
H -2.8381 0.3384 -3.5625
H 3.9804 -5.5164 -2.2618
H 0.2172 3.3224 5.0722
H -0.9096 -5.0882 -1.3581
H 2.0341 3.1510 3.4791
H 3.0881 -3.4883 -1.1320
H -4.4655 2.4109 -1.3653
H -4.9484 1.0080 -2.3328
H -1.8845 0.2339 3.7555
H -3.7175 -0.5780 0.8225
H 2.2730 1.8083 4.6166
*
```

From a Löwdin analysis of the wavefunction, the atomic charges in e read: 1.726 1.199 -0.061 -0.125 -0.110 -0.063 -0.257 -0.081 -0.083 -0.618 -0.051 0.045 -0.341 0.034 -0.325 -0.515 0.046 -0.025 -0.024 0.048 -0.027 0.036 -0.020 0.045 0.097 0.123 0.103 0.134 0.099 0.147 0.098 0.119 0.150 0.120 0.134 0.115 0.143 0.120 0.144 0.124 0.120 0.168 0.167 0.121

Below is a structure of composition C15H20BrN2O5Tc in a non-equilibrium geometry, with properties calculated with ωB97M-V with the def2-TZVPD basis set.

The molar mass comes out at 486.24 g/mol. The gap between HOMO and LUMO (spin up / spin down) is 7.5 / 5.8 eV. As for the relative energy (zero: lowest compared OMol25 entry of this formula, charge and spin): 51.7 kcal per mole. As for the highest occupied orbital energy (spin up / spin down): -18.32 / -18.50 eV. The LUMO energy (spin up / spin down) comes out at -10.8186 / -12.7254 eV. Its energy is -101308.2515 eV.

Structure (ORCA input):
```
! wB97M-V def2-TZVPD RIJCOSX def2/J DEFGRID3
* xyz 3 4
Tc -0.1933 -0.8512 -0.6075
Br -6.0045 3.6792 -5.1292
O 2.1421 -1.2025 0.2454
O -0.2806 2.3374 -1.6295
O -0.9813 0.3008 -1.7410
O 0.0037 -2.4502 0.3380
O 0.3388 0.6558 0.6111
N 0.6919 -4.2493 1.5614
N 1.6904 2.0923 1.6974
C -2.2917 2.0096 -2.8613
C 2.6499 0.0135 0.7711
C -3.4828 1.2680 -2.8811
C 0.5966 3.0098 1.9153
C 0.8937 -3.0961 0.9749
C 2.2363 -2.3654 1.0526
C -4.5007 3.0010 -4.2029
C -0.5843 -4.9189 1.4610
C 1.5021 0.9838 1.0308
C -1.1237 1.5800 -2.0498
C 1.6511 -4.9033 2.4180
C -2.2083 3.2442 -3.5296
C 2.9565 2.4335 2.3048
C -3.3025 3.7394 -4.2013
C -4.5892 1.7638 -3.5347
H 0.8891 4.0091 1.5957
H 3.3170 0.4393 0.0055
H 3.2212 -0.1647 1.6870
H -1.0648 -4.9619 2.4409
H -1.2789 3.7995 -3.4992
H -1.2461 -4.4042 0.7688
H -3.2470 4.6859 -4.7189
H -5.5135 1.2067 -3.5271
H 0.3534 3.0559 2.9794
H 2.4541 -2.1238 2.0997
H 2.6481 -4.4834 2.3422
H 1.3070 -4.8280 3.4534
H 3.0295 -3.0043 0.6397
H -3.5298 0.3139 -2.3736
H 3.0856 1.9063 3.2544
H -0.4414 -5.9462 1.1231
H 2.9785 3.5006 2.5175
H 3.8011 2.1966 1.6615
H -0.2799 2.6952 1.3530
H 1.7064 -5.9680 2.1833
*
```

From a Löwdin analysis of the wavefunction, the atomic charges in e read: 1.720 1.119 -0.166 0.163 -0.224 -0.186 -0.136 -0.093 -0.096 -0.055 -0.052 0.036 0.023 -0.301 -0.051 -0.553 0.026 -0.321 -0.475 0.025 0.055 0.016 -0.032 -0.033 0.120 0.172 0.149 0.126 0.148 0.100 0.134 0.132 0.125 0.160 0.101 0.130 0.169 0.134 0.123 0.124 0.118 0.109 0.093 0.126

Below is a structure of composition C15H20ClOTm in a non-equilibrium geometry, with properties calculated with ωB97M-V with the def2-TZVPD basis set.

The molar mass comes out at 420.71 g/mol. The gap between HOMO and LUMO is 2.8 eV. As for the relative energy (zero: lowest compared OMol25 entry of this formula, charge and spin): 20.3 kcal per mole. As for the highest occupied orbital energy: 2.18 eV. The LUMO energy comes out at 4.9498 eV. Its energy is -59978.0522 eV.

Structure (ORCA input):
```
! wB97M-V def2-TZVPD RIJCOSX def2/J DEFGRID3
* xyz -2 3
Tm -0.3377 0.8298 0.2119
Cl -0.5425 3.1205 1.2723
O -1.7676 0.6715 -1.3504
C 0.9101 -2.5940 -4.0890
C 1.9066 1.5930 -0.5663
C 1.9913 -0.4426 0.5127
C -0.3887 -0.5031 2.3354
C -1.9238 -0.0732 -2.4538
C -1.9225 -1.2908 0.7996
C -1.5551 0.3382 2.4036
C 1.6163 0.5705 -1.5232
C -0.6126 -1.5001 1.3234
C 2.1119 0.9681 0.7050
C -1.3431 -1.9333 -3.0114
C -0.0836 -3.9978 -2.2087
C -0.2089 -2.8507 -3.1334
C 1.6499 -0.6911 -0.8424
C -2.4916 -0.1396 1.4414
H 2.3779 1.4687 1.6432
H -2.4002 -1.9215 0.0485
H 0.0628 -2.2967 0.9825
H 1.5369 0.6818 -2.6074
H -3.0065 -0.3762 -2.5942
H -2.2159 -2.3705 -2.4378
H 2.2022 -1.2186 1.2468
H 2.0205 2.6592 -0.7983
H 0.7012 -3.8593 -1.4417
H 0.4693 -0.4406 2.9985
H 0.7740 -3.1372 -5.0358
H 1.9035 -2.8859 -3.6999
H -1.0175 -4.1642 -1.6569
H -1.5418 0.4618 -3.3717
H 1.5441 -1.6662 -1.3309
H -3.4831 0.2655 1.2404
H 1.0043 -1.5355 -4.3709
H -1.7349 1.1560 3.1035
H 0.1331 -4.9189 -2.7558
H -1.7154 -1.6474 -4.0322
*
```

From a Löwdin analysis of the wavefunction, the atomic charges in e read: 1.023 -0.180 -0.448 -0.183 -0.281 -0.227 -0.262 -0.349 -0.166 -0.285 -0.187 -0.217 -0.268 -0.177 -0.196 -0.500 -0.162 -0.206 0.094 0.097 0.097 0.101 0.031 0.039 0.097 0.090 0.026 0.088 0.025 0.043 0.050 0.027 0.088 0.095 0.050 0.072 0.034 0.026

Below is a structure of composition C15H20F4N2SiTa, with properties calculated with ωB97M-V with the def2-TZVPD basis set.

The molar mass comes out at 513.37 g/mol. The gap between HOMO and LUMO (spin up / spin down) is 5.8 / 5.8 eV. As for the highest occupied orbital energy (spin up / spin down): -18.93 / -18.93 eV. The LUMO energy (spin up / spin down) comes out at -13.1373 / -13.1369 eV. Its energy is -39125.3169 eV.

Structure (ORCA input):
```
! wB97M-V def2-TZVPD RIJCOSX def2/J DEFGRID3
* xyz 3 1
Ta -1.4780 0.8189 0.3296
Si 0.2956 -3.3838 -1.9094
F 3.0572 1.5695 4.9327
F -0.2094 -1.7691 4.3919
F -1.1906 -0.3635 2.1486
F 2.1133 2.8947 2.7828
N -0.2148 1.8194 1.3943
N -1.1615 2.3644 -1.0492
C 2.0316 1.0717 4.2933
C -0.0849 0.0531 2.9465
C -2.4807 2.3376 -1.7487
C 0.4579 1.2547 2.4900
C 1.2870 -4.1719 -0.5603
C -0.5039 -0.5502 -0.6046
C 0.3653 -0.6491 4.0280
C 1.2620 -2.7939 -3.3766
C -1.3403 -4.1620 -2.2772
C 1.4568 -0.1115 4.7156
C 0.0069 3.2211 0.9471
C 1.5522 1.7719 3.1790
C -1.0785 3.5206 -0.0671
C -0.0149 2.3897 -2.0119
C -0.2009 -1.6617 -1.0987
H 1.6025 -3.6934 -3.9016
H -1.9405 -3.5890 -2.9838
H -2.0624 3.6288 0.4068
H -2.6295 3.2626 -2.3132
H -3.3098 2.2879 -1.0194
H 0.9221 2.2724 -1.4753
H 1.8553 -0.6246 5.5838
H -0.8803 4.4494 -0.6052
H 2.1924 -3.6173 -0.3144
H 1.0071 3.3054 0.5229
H 0.6573 -2.2232 -4.0811
H -0.1309 1.5672 -2.7135
H -0.0301 3.3417 -2.5433
H 2.1512 -2.2292 -3.0975
H 0.7011 -4.3459 0.3425
H -1.1382 -5.1312 -2.7450
H 1.6020 -5.1532 -0.9307
H -2.5113 1.4926 -2.4389
H -0.0665 3.8882 1.8057
H -1.9189 -4.3597 -1.3744
*
```

From a Löwdin analysis of the wavefunction, the atomic charges in e read: 1.939 0.503 0.198 0.186 -0.045 0.173 -0.112 -0.435 -0.167 -0.068 -0.025 -0.130 -0.154 -0.237 -0.189 -0.151 -0.156 0.173 -0.119 -0.112 -0.130 0.005 0.045 0.067 0.049 0.142 0.149 0.111 0.106 0.177 0.166 0.050 0.143 0.049 0.108 0.130 0.050 0.048 0.065 0.066 0.119 0.163 0.050

Below is an isolated molecule of C15H20FNO7S, with properties calculated with ωB97M-V with the def2-TZVPD basis set.

The molar mass comes out at 377.39 g/mol. The gap between HOMO and LUMO is 9.0 eV. The structure (SMILES) is COC(=O)c1cc(NC(=O)[C@H](CCS(C)(=O)=O)OC)c(F)cc1OC. As for the relative energy (zero: lowest compared OMol25 entry of this formula, charge and spin): 4.6 kcal per mole. As for the highest occupied orbital energy: -8.83 eV. The LUMO energy comes out at 0.2097 eV. Its energy is -45254.0335 eV.

Structure (ORCA input):
```
! wB97M-V def2-TZVPD RIJCOSX def2/J DEFGRID3
* xyz 0 1
S 5.3353 0.0609 2.6710
F -0.6506 1.7225 -2.5463
O 5.2502 1.4655 2.9737
O 1.1092 2.0624 -0.5921
O -3.8601 -2.1978 0.9763
O -5.6170 -0.8916 0.5096
O 6.6125 -0.6032 2.6588
O 3.5751 0.8874 -1.3380
O -5.1641 0.8192 -1.5285
N 0.2514 -0.0455 -0.5170
C 4.5812 -0.2166 1.0843
C 2.6766 0.2409 -0.4836
C -2.8752 1.3548 -2.0056
C 1.2739 0.8677 -0.5642
C -4.7464 -3.0045 1.7590
C 3.1980 0.3971 0.9399
C -5.5623 1.7806 -2.4916
C -2.0961 -0.4949 -0.1256
C -3.4525 -0.3183 -0.3666
C -1.1125 0.2443 -0.7623
C 3.2119 0.8018 -2.7042
C -1.5391 1.1199 -1.7526
C -4.4446 -1.1265 0.3942
C 4.2952 -0.8017 3.8191
C -3.8517 0.6477 -1.3099
H 2.2700 1.3223 -2.8970
H -6.6476 1.7700 -2.4836
H -4.1356 -3.8087 2.1572
H -5.2022 1.5151 -3.4884
H 4.7725 -0.6793 4.7900
H 4.2560 -1.8564 3.5559
H 2.6148 -0.8278 -0.7517
H 3.2343 1.4622 1.1716
H 3.1220 -0.2450 -3.0184
H 5.2826 0.2402 0.3844
H 4.0058 1.2779 -3.2731
H 4.5875 -1.2954 0.9160
H 0.5037 -1.0200 -0.5322
H -5.2049 2.7777 -2.2245
H 2.4868 -0.0739 1.6236
H -5.5471 -3.4015 1.1378
H -3.1207 2.0648 -2.7797
H 3.3055 -0.3518 3.8354
H -5.1834 -2.4176 2.5648
H -1.7981 -1.2249 0.6143
*
```

From a Löwdin analysis of the wavefunction, the atomic charges in e read: 0.597 0.102 -0.312 0.123 -0.059 0.137 -0.323 -0.127 -0.052 0.149 -0.240 -0.308 0.075 -0.436 -0.041 -0.146 -0.058 0.060 -0.038 -0.151 -0.064 -0.196 -0.439 -0.146 -0.211 0.088 0.098 0.091 0.098 0.074 0.072 0.151 0.136 0.095 0.117 0.096 0.115 0.145 0.100 0.124 0.095 0.120 0.063 0.096 0.131

Below is a structure of composition C15H20FOPb in a non-equilibrium geometry, with properties calculated with ωB97M-V with the def2-TZVPD basis set.

The molar mass comes out at 442.52 g/mol. The gap between HOMO and LUMO (spin up / spin down) is 6.8 / 4.3 eV. As for the relative energy (zero: lowest compared OMol25 entry of this formula, charge and spin): 0.0 kcal per mole. As for the highest occupied orbital energy (spin up / spin down): -3.82 / -3.70 eV. The LUMO energy (spin up / spin down) comes out at 3.0137 / 0.5952 eV. Its energy is -25887.3658 eV.

Structure (ORCA input):
```
! wB97M-V def2-TZVPD RIJCOSX def2/J DEFGRID3
* xyz -1 1
Pb 0.1748 0.8163 2.5570
F -0.0693 2.6167 3.6413
O -1.1795 1.9351 1.2163
C -2.3543 -1.3622 0.6395
C 2.2655 -1.9672 0.5042
C 0.9886 1.8439 -2.6655
C -1.4905 -2.0620 2.6639
C -0.7896 -2.7352 1.6238
C 3.1528 -0.2301 1.7175
C 2.9865 0.2110 0.3723
C 2.7039 -1.5810 1.7947
C -1.3123 -2.2993 0.3760
C 2.4378 -0.8682 -0.3760
C -1.5746 2.3871 -0.0035
C -1.3211 2.1722 -1.7914
C -0.4055 1.3611 -2.6357
C -0.7735 -0.0726 -2.7291
C -2.4706 -1.2173 2.0513
H 1.6261 1.0363 -2.2346
H -3.2108 -0.6059 2.5670
H 2.2352 -0.8698 -1.4538
H -1.3319 -2.2058 3.7324
H -2.9813 -0.8693 -0.1073
H -0.9899 -2.6424 -0.6082
H -1.1633 3.2139 -2.0903
H -1.7526 -0.1994 -2.2098
H 1.0038 2.7277 -1.9836
H -0.0002 -0.6579 -2.1656
H 1.8805 -2.9526 0.2257
H 1.3804 2.1501 -3.6381
H -2.6733 2.1863 -0.0565
H 0.0010 -3.4724 1.7653
H -2.3431 1.9307 -2.1136
H 3.2679 1.1874 -0.0346
H 3.6117 0.3407 2.5332
H 2.7172 -2.2190 2.6833
H -0.8541 -0.5094 -3.7412
H -1.3923 3.4827 -0.0263
*
```

From a Löwdin analysis of the wavefunction, the atomic charges in e read: 1.425 -0.678 -0.509 -0.096 -0.209 -0.084 -0.191 -0.092 -0.296 -0.214 -0.242 -0.107 -0.199 -0.297 -0.144 -0.359 -0.091 -0.144 0.058 0.103 0.058 0.086 0.097 0.092 0.074 0.065 0.087 0.068 0.069 0.066 0.076 0.101 0.072 0.071 0.066 0.068 0.070 0.080